# 1
{"formula": "C2H3ClN2", "method": "wB97M-V/def2-TZVPD", "species": ["C", "C", "N", "N", "Cl", "H", "H", "H"], "coordinates": [[-0.972, 0.225, -0.074], [0.160, -0.594, 0.092], [0.965, -1.373, 0.624], [1.363, -0.594, -0.553], [2.199, 0.904, -0.006], [-1.577, 0.014, -0.956], [-0.471, 1.311, 0.008], [-1.667, 0.106, 0.865]], "forces_ev_per_a": [[-2.06, 2.57, 3.19], [0.13, -0.78, -0.40], [-0.54, -1.08, 1.49], [1.79, 0.34, -1.68], [0.59, 0.47, -0.04], [0.44, 0.29, -0.15], [-1.50, -2.15, -0.62], [1.16, 0.33, -1.79]], "e_tot_ev": -17621.2454, "gap_ev": 10.8, "smiles": "CC1=NN1Cl", "homo_energy_ha": -0.372, "relative_energy_ev": 4.1633}



# 2
{"formula": "C2H3ClN2", "method": "wB97M-V/def2-TZVPD", "species": ["C", "C", "N", "N", "Cl", "H", "H", "H"], "coordinates": [[1.150, 0.118, 0.022], [-0.298, -0.482, -0.162], [-1.145, -1.065, -0.863], [-1.568, -0.471, 0.378], [-2.613, 1.000, 0.223], [1.284, 0.985, -0.510], [1.948, -0.549, -0.261], [1.242, 0.465, 1.172]], "forces_ev_per_a": [[-2.25, -1.54, 3.97], [2.72, 2.08, -0.52], [0.77, -0.80, -1.75], [-1.37, -0.40, 2.85], [0.52, 0.30, -0.46], [-0.20, 2.09, -1.57], [-0.04, -0.56, 0.09], [-0.15, -1.15, -2.61]], "e_tot_ev": -17621.0861, "gap_ev": 10.1, "smiles": "CC1=NN1Cl", "homo_energy_ha": -0.349, "relative_energy_ev": 4.3227}



# 3
{"formula": "C2H3ClN2O", "method": "wB97M-V/def2-TZVPD", "species": ["C", "C", "N", "N", "O", "Cl", "H", "H", "H"], "coordinates": [[-0.845, -1.330, -0.081], [0.528, 0.585, 0.444], [-0.566, -0.180, -0.191], [1.819, -1.527, 0.616], [1.554, -0.317, 0.983], [2.556, -1.689, -0.929], [-1.583, -2.040, -0.417], [0.966, 1.267, -0.411], [0.300, 1.193, 1.324]], "forces_ev_per_a": [[0.99, -1.89, 0.55], [1.06, -0.09, -2.93], [0.14, 2.79, 0.95], [-1.19, -1.44, 0.68], [0.19, 1.65, 0.66], [0.30, 0.46, -1.01], [-0.20, 0.19, -0.24], [-0.66, -1.42, 1.72], [-0.63, -0.26, -0.39]], "e_tot_ev": -19666.2048, "gap_ev": [7.6, 9.0], "homo_energy_ha": [-0.291, -0.330], "relative_energy_ev": 6.3655}



# 4
{"formula": "C2H3ClN2O", "method": "wB97M-V/def2-TZVPD", "species": ["C", "O", "C", "Cl", "N", "N", "H", "H", "H"], "coordinates": [[0.096, 0.184, -0.064], [1.279, 0.385, -0.960], [2.398, 0.495, -0.261], [3.176, -1.127, 0.337], [2.442, 1.490, 0.782], [3.068, 1.729, -0.259], [-0.652, 0.872, -0.487], [0.291, 0.522, 0.936], [-0.321, -0.738, -0.043]], "forces_ev_per_a": [[0.73, 3.91, -1.44], [-1.62, -1.14, 0.67], [-0.01, -1.57, 2.08], [-0.57, 1.76, -1.04], [0.25, 0.05, -0.61], [1.10, 0.37, 0.15], [0.22, -0.26, 0.13], [0.42, 0.09, 0.41], [-0.53, -3.21, -0.35]], "e_tot_ev": -19669.4838, "gap_ev": 10.4, "smiles": "COC1(Cl)N=N1", "homo_energy_ha": -0.383, "relative_energy_ev": 3.0865}